Arrangement 1

The following is a quantum chemistry calculation of the molecule C6H14, from OMol25.

Last column: natural (NBO) charge in e.
Geometry (Å):
C (0.878, -1.501, 1.090)  -0.609
C (-0.014, -0.283, 0.814)  -0.211
C (0.704, 1.003, 1.235)  -0.613
C (-0.553, -0.249, -0.634)  -0.208
C (-1.767, 0.676, -0.749)  -0.605
C (0.498, 0.110, -1.687)  -0.615
H (0.576, -2.373, 0.499)  0.206
H (1.933, -1.300, 0.873)  0.202
H (0.812, -1.784, 2.146)  0.211
H (-0.902, -0.386, 1.455)  0.193
H (1.587, 1.187, 0.612)  0.202
H (1.049, 0.927, 2.273)  0.211
H (0.053, 1.883, 1.166)  0.208
H (-0.902, -1.269, -0.853)  0.193
H (-1.489, 1.725, -0.585)  0.200
H (-2.532, 0.412, -0.009)  0.206
H (-2.223, 0.607, -1.743)  0.208
H (1.382, -0.536, -1.624)  0.209
H (0.079, 0.002, -2.695)  0.210
H (0.830, 1.150, -1.583)  0.202

- SMILES string: CC(C)C(C)C



Arrangement 2

The following is a quantum chemistry calculation of a cluster of 2 separate species, C6H14 in total, from OMol25.

Last column: natural (NBO) charge in e.
Geometry (Å):
C (0.581, -1.126, -1.544)  -0.413
C (0.098, -0.209, -0.707)  0.046
C (-0.057, 1.232, -1.125)  -0.660
C (-0.378, -0.602, 0.681)  -0.260
C (0.220, 0.260, 1.800)  -0.604
C (-1.910, -0.578, 0.737)  -0.600
H (0.678, -2.169, -1.252)  0.194
H (0.896, -0.869, -2.554)  0.194
H (-1.116, 1.506, -1.215)  0.219
H (0.419, 1.413, -2.094)  0.220
H (0.391, 1.919, -0.397)  0.215
H (-0.051, -1.637, 0.849)  0.202
H (-0.115, 1.302, 1.731)  0.201
H (1.316, 0.252, 1.777)  0.211
H (-0.099, -0.119, 2.778)  0.212
H (-2.333, -1.192, -0.066)  0.214
H (-2.274, -0.964, 1.696)  0.209
H (-2.293, 0.443, 0.622)  0.200
H (3.231, 0.622, -1.155)  0.000
H (2.797, 0.518, -0.562)  -0.001

- SMILES string: C=C(C)C(C)C.[H][H]



What should be chosen as the least stable of them? Choose arrangement 2.



Arrangement 1

The following is a quantum chemistry calculation of a structure of composition C6H14, from OMol25.

Last column: natural (NBO) charge in e.
Geometry (Å):
C (-1.935, -0.736, 1.280)  -0.598
C (-0.784, -1.149, 0.333)  -0.411
C (0.268, -0.083, 0.119)  -0.325
C (0.424, 0.489, -1.117)  -0.096
C (0.917, 1.822, -1.451)  -0.448
C (2.209, 0.933, -1.646)  -0.636
H (-2.668, -1.541, 1.336)  0.206
H (-1.442, -0.354, 2.144)  0.205
H (-2.443, 0.196, 1.013)  0.199
H (-1.203, -1.413, -0.660)  0.190
H (-0.403, -2.085, 0.766)  0.184
H (-1.846, -0.994, 3.618)  -0.004
H (1.050, -0.110, 0.877)  0.203
H (0.031, 0.036, -2.027)  0.193
H (1.064, 2.427, -0.536)  0.236
H (-1.783, -1.730, 3.418)  0.003
H (0.483, 2.103, -2.391)  0.230
H (2.813, 0.705, -0.753)  0.227
H (2.252, -0.034, -2.130)  0.236
H (2.994, 1.516, -2.192)  0.205



Arrangement 2

The following is a quantum chemistry calculation of a structure of composition C6H14, from OMol25.

Last column: natural (NBO) charge in e.
Geometry (Å):
C (1.564, -0.926, 0.232)  -0.606
C (0.883, 0.268, -0.553)  -0.414
C (-0.491, 0.650, -0.048)  -0.557
C (-1.625, -0.173, -0.438)  -0.146
C (-2.288, -1.046, 0.572)  -0.244
C (-3.210, 0.290, -0.219)  -0.705
H (2.615, -1.104, -0.126)  0.197
H (1.610, -0.679, 1.293)  0.201
H (0.984, -1.916, 0.170)  0.184
H (0.899, -0.005, -1.606)  0.172
H (1.589, 1.099, -0.437)  0.202
H (7.501, 1.606, 0.270)  0.000
H (-0.631, 1.720, 0.142)  0.201
H (-1.561, -0.610, -1.451)  0.192
H (-2.118, -0.706, 1.630)  0.241
H (7.536, 1.792, 1.046)  0.000
H (-2.563, -2.052, 0.322)  0.226
H (-3.095, 1.051, 0.556)  0.248
H (-3.325, 0.915, -1.193)  0.320
H (-4.272, -0.175, -0.163)  0.290



What should be chosen as the least stable of them? Choose arrangement 2.



Arrangement 1

The following is a quantum chemistry calculation of a cluster of 2 separate species, C4H13NO in total, from OMol25.

Last column: natural (NBO) charge in e.
Geometry (Å):
C (0.155, -0.619, 1.354)  -0.347
C (-0.151, 0.573, 0.406)  -0.264
C (-1.548, 1.117, 0.567)  -0.642
C (0.323, 0.310, -1.034)  -0.868
N (-0.050, -0.328, 2.750)  -0.891
H (-0.427, -1.491, 1.062)  0.160
H (1.195, -0.827, 1.096)  0.191
H (0.579, 1.298, 0.795)  0.174
H (-2.296, 0.314, 0.685)  0.191
H (-1.632, 1.562, 1.573)  0.195
H (-2.005, 1.816, -0.129)  0.208
H (0.626, -0.727, -1.205)  0.169
H (1.204, 0.884, -1.326)  0.207
H (-0.451, 0.521, -1.773)  0.198
H (0.692, -0.689, 3.318)  0.367
H (-0.993, -0.334, 3.090)  0.366
H (1.955, -1.476, -3.159)  0.358
H (0.942, -1.010, -4.129)  0.385
O (1.882, -0.897, -3.943)  -1.158

- Charge: -1
- Multiplicity: 2



Arrangement 2

The following is a quantum chemistry calculation of a cluster of 2 separate species, C4H13NO in total, from OMol25.

Last column: natural (NBO) charge in e.
Geometry (Å):
C (-1.331, -2.406, -0.746)  -0.660
C (-0.578, -1.242, -0.169)  -0.232
N (2.417, 2.522, -3.427)  -1.285
H (-2.268, -2.133, -1.257)  0.202
H (-1.706, -3.061, 0.044)  0.196
H (-0.578, -2.808, -1.423)  0.213
H (0.411, -1.523, 0.205)  0.157
H (-0.432, -0.447, -0.914)  0.166
H (2.108, 3.500, -3.422)  0.317
H (2.880, 2.509, -2.480)  0.287
H (1.567, 2.015, -3.162)  0.293
C (-1.002, 0.233, 2.096)  -0.089
O (-1.248, -0.400, 0.789)  -0.654
C (0.467, 0.590, 2.202)  -0.859
H (-1.779, 0.998, 2.062)  0.187
H (-1.469, -0.512, 2.762)  0.161
H (0.789, 1.260, 1.418)  0.202
H (0.601, 1.165, 3.152)  0.192
H (1.151, -0.261, 2.270)  0.206

- Charge: -1
- Multiplicity: 2



What should be chosen as the least stable of them? Choose arrangement 2.



Arrangement 1

The following is a quantum chemistry calculation of a cluster of 2 separate species, C4H13N2Si in total, from OMol25.

Last column: natural (NBO) charge in e.
Geometry (Å):
C (0.708, -0.644, 0.024)  -0.053
C (2.856, -1.324, 0.172)  -0.454
C (-2.395, -0.793, -0.093)  -0.448
C (-0.240, 0.466, -0.229)  -0.363
N (1.925, -0.297, 0.019)  -0.311
N (-1.551, 0.199, 0.533)  -0.551
Si (0.488, 2.284, -0.015)  0.845
H (0.274, -1.687, 0.109)  0.175
H (2.441, -2.128, 0.719)  0.193
H (3.658, -0.962, 0.775)  0.225
H (3.316, -1.352, -0.758)  0.242
H (-1.637, -1.414, -0.710)  0.234
H (-2.801, -1.530, 0.588)  0.247
H (-3.193, -0.451, -0.797)  0.267
H (-0.777, 0.228, -1.844)  0.203
H (-1.118, -0.144, 1.428)  0.440
H (-1.988, 1.037, 0.823)  0.438
H (1.898, 2.174, -0.428)  -0.066
H (0.587, 2.452, 1.543)  -0.127
H (-0.562, 2.960, -0.736)  -0.134

- Charge: +1



Arrangement 2

The following is a quantum chemistry calculation of the ion C4H13N2Si with charge +1, from OMol25.

Last column: natural (NBO) charge in e.
Geometry (Å):
C (-2.561, -1.377, -0.435)  -0.417
N (-2.476, 0.053, -0.744)  -1.042
Si (-1.461, 1.239, 0.034)  1.316
C (0.573, 1.646, -0.532)  -0.817
C (1.298, 0.432, -0.354)  0.228
N (1.966, 0.097, 0.751)  -0.477
C (2.866, -1.110, 0.890)  -0.417
H (-3.496, -1.612, 0.004)  0.209
H (-2.498, -2.096, -1.354)  0.203
H (-1.765, -1.796, 0.159)  0.202
H (-3.237, 0.401, -1.275)  0.416
H (-1.849, 2.523, -0.451)  -0.151
H (-1.200, 0.827, 1.466)  -0.164
H (0.466, 1.809, -1.598)  0.279
H (0.753, 2.459, 0.204)  0.274
H (1.554, -0.197, -1.348)  0.246
H (1.907, 0.689, 1.485)  0.401
H (3.666, -0.576, 1.488)  0.239
H (2.986, -1.538, -0.077)  0.232
H (2.505, -1.874, 1.688)  0.239

- Charge: +1
- SMILES string: CN[SiH2]C/C=[NH+]/C



What should be chosen as the least stable of them? Choose arrangement 1.